No. 1
{"formula": "C4H13N3S", "method": "the ωB97M-V functional and the def2-TZVPD basis", "species": ["C", "N", "C", "C", "S", "N", "C", "N", "H", "H", "H", "H", "H", "H", "H", "H", "H", "H", "H", "H", "H"], "xyz": [[1.01749, -0.87265, 0.18563], [2.01337, -0.65518, 1.24067], [0.31425, 0.41676, -0.42086], [0.79577, 0.66716, -1.87931], [2.34914, 1.63804, -2.05180], [-1.18583, 0.06942, -0.40394], [-1.72714, -0.26022, 0.97355], [-3.05280, 0.30849, 1.08175], [1.42125, -1.40224, -0.67503], [0.20443, -1.58290, 0.63844], [1.64432, -0.62733, 2.16316], [2.64754, -1.51444, 1.23332], [0.62719, 1.20008, 0.35142], [0.76157, -0.29288, -2.44414], [0.08312, 1.39344, -2.37080], [2.66273, 1.80450, -0.73830], [-1.30377, -0.75113, -1.02541], [-1.68458, -1.38228, 1.01532], [-1.07900, 0.32466, 1.65538], [-2.85284, 1.28851, 1.13363], [-3.65619, 0.23020, 0.33731]], "atomic_forces_ev_per_a": [[-1.547, -0.998, 0.976], [2.073, -1.584, -1.934], [-0.298, -1.953, 2.092], [-0.942, 1.064, 0.965], [-0.660, -1.054, 0.175], [1.996, 0.862, -1.058], [-0.234, 0.151, -2.032], [2.115, 0.253, 2.836], [0.505, -0.336, 0.253], [1.282, 1.326, -1.216], [-0.672, 0.187, 0.657], [-0.933, 1.755, 0.130], [-1.034, -0.307, -1.424], [0.535, 0.815, -0.050], [0.346, -0.627, 0.171], [-0.202, -0.085, -0.086], [0.070, 0.659, 0.437], [-0.310, 1.183, 0.881], [-0.331, -1.032, 0.135], [-0.428, 0.692, 0.298], [-1.328, -0.973, -2.207]], "charge": 1, "s_squared": 0.7537, "multiplicity": 2, "orbital_gap_ha": [0.32321, 0.12465], "total_energy_ev": -19653.62639, "max_force_ev_per_a": 3.5, "homo_ev": [-12.487, -12.409], "e_above_lowest_kj_mol": 314.42}

***

No. 2
{"formula": "C8H10N2OS2", "method": "the ωB97M-V functional and the def2-TZVPD basis", "species": ["C", "C", "C", "C", "C", "C", "C", "C", "N", "N", "O", "S", "S", "H", "H", "H", "H", "H", "H", "H", "H", "H", "H"], "xyz": [[3.24547, 0.03222, -0.25208], [2.25205, 0.95645, -0.76457], [3.22214, -1.28954, -0.50492], [1.10213, 0.54353, -1.51320], [-0.28154, 0.66971, -0.82193], [-0.41168, -0.06587, 0.41925], [-0.92367, -1.35351, 0.33368], [0.23918, 0.41728, 1.66355], [2.57374, 2.18352, -0.50212], [3.59302, 2.43959, 0.21769], [1.39760, -2.95994, 0.46901], [4.33431, 0.98140, 0.77831], [2.52609, -2.76858, -0.55870], [0.96972, 1.12338, -2.37735], [1.31107, -0.44989, -1.87309], [-0.42332, 1.83865, -0.67574], [-1.17054, 0.43311, -1.58285], [-1.58801, -1.58186, -0.56150], [-1.20596, -1.74276, 1.28753], [-0.05151, -2.08530, 0.17925], [0.92159, 1.27855, 1.37742], [0.69305, -0.47215, 1.94766], [-0.51945, 0.55950, 2.54530]], "atomic_forces_ev_per_a": [[-0.538, 0.974, 1.300], [2.540, -1.974, 1.203], [-0.816, -3.620, -0.833], [-0.748, -0.842, -0.367], [-2.741, 2.991, -1.631], [0.615, 0.695, -0.271], [-1.520, -1.362, -1.220], [-1.802, 1.934, -0.518], [0.385, 2.812, 0.420], [-0.350, 0.229, 0.308], [0.056, -0.124, -0.517], [-1.120, -0.750, -1.694], [0.794, 3.057, 1.089], [-0.041, 0.998, -1.303], [-0.385, -0.666, -0.006], [0.468, -2.261, 0.192], [2.103, 0.029, 1.565], [0.647, 0.395, 1.386], [-0.695, -0.458, 0.601], [0.946, 0.231, 0.036], [-0.859, -1.023, 1.088], [1.829, -1.545, 0.972], [1.231, 0.280, -1.800]], "charge": 0, "orbital_gap_ha": [0.18877, 0.18880], "total_energy_ev": -35149.68563, "max_force_ev_per_a": 4.4, "homo_ev": [-7.060, -7.060], "e_above_lowest_kj_mol": 604.69}

***

No. 3
{"formula": "C3H9N3O2", "method": "the ωB97M-V functional and the def2-TZVPD basis", "species": ["C", "N", "N", "O", "H", "H", "H", "H", "C", "C", "N", "O", "H", "H", "H", "H", "H"], "xyz": [[1.56273, -0.47507, -0.20197], [1.54428, 0.26603, 1.01198], [0.55548, -2.03278, -0.79901], [0.05447, -2.71062, 0.01358], [2.44831, 0.31902, 1.45986], [1.20392, 1.21062, 0.87333], [1.67223, 0.06946, -1.14618], [2.38995, -1.18061, -0.16363], [-1.24876, 1.53934, -0.59906], [-1.03550, 0.06068, -0.36687], [-1.44207, -0.38494, 0.87021], [-0.97784, -0.69383, -1.39972], [-0.67532, -0.51840, 1.52505], [-2.07706, -1.16764, 0.90768], [-0.67306, 1.89012, -1.45210], [-0.99240, 2.12693, 0.28185], [-2.30936, 1.68169, -0.81500]], "atomic_forces_ev_per_a": [[1.080, -2.037, -0.788], [-0.701, 0.213, -0.130], [0.355, 0.534, 1.864], [0.916, 0.797, -0.718], [-0.053, -0.167, 0.054], [-0.037, -0.108, 0.124], [-0.538, 0.001, 0.158], [0.279, 0.106, 0.061], [1.322, 0.223, 0.191], [-2.137, -1.873, -4.633], [0.239, -0.232, 1.302], [-0.933, 2.674, 2.821], [-0.085, 0.387, 0.158], [0.399, -0.386, -0.559], [-0.017, -0.025, -0.085], [-0.134, 0.058, 0.055], [0.045, -0.165, 0.124]], "charge": 0, "orbital_gap_ha": 0.29601, "total_energy_ev": -11817.69120, "max_force_ev_per_a": 5.4, "homo_ev": -7.610, "e_above_lowest_kj_mol": 614.43}

***

No. 4
{"formula": "C4H8FNO", "method": "the ωB97M-V functional and the def2-TZVPD basis", "species": ["C", "C", "C", "C", "H", "H", "H", "H", "H", "H", "H", "H", "N", "O", "F"], "xyz": [[-1.00564, 0.21268, -0.59920], [0.37600, 0.36953, -0.21485], [1.06605, -1.02080, -0.29301], [1.05765, 1.33686, 0.70458], [-2.34177, 0.07185, 1.31681], [-2.16495, -1.24503, 0.19968], [-1.00832, -0.62459, -1.54495], [-2.07716, 1.18900, -1.12741], [1.21517, -1.54023, -1.32457], [0.62890, -1.82568, 0.34601], [1.80266, 0.81326, 1.39467], [0.25393, 2.18700, 1.03026], [-1.51155, -0.45742, 0.55027], [1.32464, 1.40689, -0.64264], [2.38438, -0.87333, 0.20435]], "atomic_forces_ev_per_a": [[-4.812, 0.119, -4.044], [4.257, 0.886, -0.375], [1.356, -1.446, -0.295], [-3.179, 0.147, 1.790], [3.641, -1.315, -3.330], [1.413, 1.521, 0.888], [-0.154, 2.433, 2.419], [3.839, -2.166, 1.423], [-0.595, 1.559, 1.278], [-0.158, 1.049, -0.350], [-0.929, 1.567, -0.823], [2.465, -1.888, -0.086], [-6.282, -1.620, 3.000], [-0.382, -0.644, -1.200], [-0.480, -0.202, -0.295]], "charge": 0, "orbital_gap_ha": 0.36912, "total_energy_ev": -10526.98083, "max_force_ev_per_a": 7.1, "homo_ev": -9.645, "e_above_lowest_kj_mol": 532.87}

***

No. 5
{"formula": "C8H36O11", "method": "the ωB97M-V functional and the def2-TZVPD basis", "species": ["C", "C", "C", "C", "C", "C", "C", "C", "H", "H", "H", "H", "H", "H", "H", "H", "H", "H", "H", "H", "H", "H", "H", "H", "O", "H", "H", "O", "H", "H", "O", "H", "H", "O", "H", "H", "O", "H", "H", "O", "H", "H", "O", "H", "H", "O", "H", "H", "O", "H", "H", "O", "H", "H", "O"], "xyz": [[1.10004, 1.25579, 2.08004], [0.27299, 1.76804, 0.88117], [-0.00826, 0.62849, -0.12892], [-1.33701, 1.01290, -0.84865], [-2.46657, 0.73180, -0.19079], [-1.20914, 1.66538, -2.19247], [-1.33415, 0.57585, -3.22275], [-0.40345, -0.33590, -3.44197], [1.30877, 2.17417, 2.68343], [0.54995, 0.68022, 2.81229], [1.96308, 0.80011, 1.61217], [-0.67028, 2.15100, 1.22813], [0.68697, 2.67223, 0.41646], [0.71584, 0.62252, -0.95475], [-0.09718, -0.38114, 0.25267], [-2.63234, 0.09314, 0.65941], [-3.44908, 0.89320, -0.67660], [-0.27105, 2.23528, -2.34139], [-2.06295, 2.32388, -2.37431], [-2.19612, 0.58066, -3.90069], [-0.40997, -1.19524, -4.10106], [0.54013, -0.37577, -2.92560], [1.86896, -3.38222, -1.97307], [2.82211, -2.11871, -2.38270], [2.78520, -3.02756, -2.08998], [2.27849, 3.31938, -2.64543], [2.72584, 1.91309, -2.41757], [2.32797, 2.47919, -3.12873], [-0.06415, -1.20613, 3.43438], [-1.00400, -0.06242, 3.28324], [-0.97818, -0.95583, 3.65948], [-1.70877, -2.53642, 3.30997], [-2.31880, -3.00700, 1.99740], [-2.44607, -3.07731, 2.96237], [4.36822, -1.49635, 0.30048], [2.94576, -1.86754, -0.44610], [3.49164, -1.23491, 0.04349], [-3.26823, 1.23555, 3.40052], [-2.23168, 2.43067, 3.70390], [-2.35597, 1.52959, 3.37620], [2.91262, 0.59191, -0.51544], [3.97456, 1.59759, -0.13556], [3.22562, 1.49043, -0.74296], [2.43398, -1.23399, 1.47763], [2.28171, -2.50749, 2.23760], [1.83043, -1.66759, 2.10686], [-2.34278, 4.11172, 1.05796], [-2.81508, 3.15759, -0.09860], [-2.92422, 4.01559, 0.31444], [-1.53786, -1.31942, 0.15209], [-1.72197, -1.79452, -1.25774], [-1.65772, -2.13871, -0.36031], [-0.14673, -2.92233, -0.54470], [0.00539, -4.26711, -1.20344], [0.23052, -3.33302, -1.33847]], "atomic_forces_ev_per_a": [[-0.426, 2.648, -0.317], [-0.156, -0.854, 0.544], [-1.055, 1.730, -1.839], [0.819, -0.649, 1.910], [-1.531, 0.126, -2.003], [-0.755, 0.277, -0.374], [0.240, -0.328, -1.190], [0.751, -0.875, 0.098], [0.715, -0.671, -0.484], [0.164, -0.648, -0.564], [0.412, -0.174, 0.891], [-0.635, -0.193, 0.389], [0.548, -0.578, -0.175], [0.318, -0.166, 0.525], [0.400, 0.148, 0.667], [0.703, 0.221, 0.637], [0.558, 0.345, 0.137], [-0.406, -0.353, 0.292], [0.201, 0.255, 0.222], [0.030, -0.028, 0.567], [-0.784, 0.302, -0.476], [0.205, 0.476, 0.582], [0.414, 1.198, -0.145], [-0.627, 0.056, -0.480], [0.418, -0.812, 0.609], [-0.064, -0.159, -0.409], [-0.293, 0.558, -0.843], [0.270, -0.207, 1.050], [-0.141, -0.214, 0.168], [-0.792, -0.063, 0.321], [1.279, 0.327, -0.304], [-0.771, -0.028, -0.107], [-0.227, -0.157, 0.571], [0.471, -0.118, -0.713], [0.291, -0.832, -0.394], [0.901, -0.924, -0.181], [-0.948, 1.541, 0.270], [-0.158, 0.455, 0.246], [-0.660, -0.413, -0.019], [0.882, 0.007, -0.284], [0.331, 0.384, -0.170], [-0.196, 0.140, -0.386], [0.103, -0.553, 0.741], [-0.215, 0.016, 0.098], [-0.217, -0.177, 0.190], [0.026, -0.200, 0.152], [0.485, -0.387, 0.309], [0.377, -0.313, 0.359], [-0.841, 0.688, -0.618], [-0.400, -0.572, -0.163], [-0.055, -0.090, -0.281], [-0.382, 0.696, 0.971], [-0.243, 0.292, -0.176], [0.043, 0.236, -0.237], [0.623, -1.385, -0.187]], "charge": 0, "orbital_gap_ha": 0.34911, "smiles": "C=CCC(=C)CCC.O.O.O.O.O.O.O.O.O.O.O", "total_energy_ev": -31400.79648, "max_force_ev_per_a": 2.7, "homo_ev": -9.561, "e_above_lowest_kj_mol": 293.60}

***

No. 6
{"formula": "C2H15FeO6", "method": "the ωB97M-V functional and the def2-TZVPD basis", "species": ["Fe", "C", "C", "O", "H", "H", "H", "H", "H", "O", "H", "H", "O", "H", "H", "O", "H", "H", "O", "H", "H", "O", "H", "H"], "xyz": [[-27.97960, 20.12557, -21.66929], [-28.93192, 18.43000, -17.70325], [-29.37211, 19.43402, -18.76155], [-28.52696, 19.37977, -19.85380], [-29.64429, 18.41592, -16.87272], [-28.07823, 18.85570, -17.15753], [-28.54109, 17.50843, -18.13111], [-29.28125, 20.37674, -18.19461], [-30.42636, 19.25789, -19.02013], [-28.84593, 18.52104, -22.80272], [-29.51831, 18.48430, -23.49418], [-28.46159, 17.63421, -22.77955], [-26.15626, 19.26488, -21.65743], [-25.73800, 18.73826, -20.96050], [-25.57935, 19.17110, -22.42734], [-27.95997, 21.18154, -23.59488], [-28.71549, 21.69307, -23.91260], [-27.48255, 20.91810, -24.39272], [-27.15903, 21.92678, -20.88620], [-27.62188, 22.75745, -20.72780], [-26.25708, 22.08136, -20.57788], [-29.91715, 21.11867, -21.66230], [-30.68350, 20.53401, -21.58597], [-30.21316, 21.96412, -21.30310]], "atomic_forces_ev_per_a": [[-2.163, -0.199, 2.732], [0.801, 0.851, 0.785], [0.576, -0.162, 0.580], [0.905, 0.481, -2.053], [-0.375, -0.894, -0.399], [0.257, 0.043, -0.426], [-0.744, -0.356, 0.180], [-0.418, 0.388, -0.546], [-0.034, 0.097, -0.122], [-0.005, -0.568, -0.545], [0.028, 0.133, 0.089], [-0.073, 0.093, 0.236], [1.666, -0.665, -0.451], [-0.410, 0.142, 0.164], [-0.043, 0.003, 0.110], [0.221, 0.031, -0.637], [-0.025, -0.057, 0.250], [0.009, 0.036, 0.119], [0.411, 0.664, 0.085], [-0.036, -0.113, 0.012], [-0.072, -0.194, 0.010], [-0.755, 0.401, -0.447], [0.189, -0.051, 0.178], [0.090, -0.105, 0.098]], "charge": 1, "s_squared": 6.0074, "multiplicity": 5, "orbital_gap_ha": [0.27391, 0.27343], "total_energy_ev": -48983.92000, "max_force_ev_per_a": 3.5, "homo_ev": [-10.955, -10.934], "e_above_lowest_kj_mol": 0.00}